--- A ---
Below is a 2-piece molecular cluster, C4H10O3 overall, with properties calculated with the ωB97M-V functional and the def2-TZVPD basis.

Bonds (Å) are listed after each position.
Cartesian coordinates (Å):
1 O -0.8895 -1.3393 0.9702  C4 1.429, C7 1.343
2 O -1.3498 -3.1272 -0.3532  C7 1.200
3 O 0.1674 0.5601 -1.3161  C5 1.468, H14 0.964
4 C -2.0947 -0.6730 0.5888  O1 1.429, H9 1.091, H11 1.090, H15 1.091
5 C 1.3554 0.6666 -0.4600  O3 1.468, C6 1.519, H12 1.098, H16 1.091
6 C 1.6284 2.0793 0.0260  C5 1.519, H8 1.089, H10 1.089, H17 1.087
7 C -0.6194 -2.5115 0.3734  O1 1.343, O2 1.200, H13 1.105
8 H 2.5002 2.0657 0.6793  C6 1.089
9 H -1.7972 0.1939 -0.0038  C4 1.091
10 H 1.8327 2.7480 -0.8089  C6 1.089
11 H -2.6218 -0.3689 1.4927  C4 1.090
12 H 2.2006 0.2932 -1.0524  C5 1.098
13 H 0.2529 -2.9589 0.8827  C7 1.105
14 H 0.1893 1.2559 -1.9830  O3 0.964
15 H -2.7184 -1.3351 -0.0134  C4 1.091
16 H 1.1808 -0.0057 0.3813  C5 1.091
17 H 0.7831 2.4570 0.5963  C6 1.087

Structure (SMILES)   COC=O.CCO
Total charge   0
HOMO-LUMO gap   11.347 eV


--- B ---
Below is a 2-piece molecular cluster, C4H10O3 overall, with properties calculated with the ωB97M-V functional and the def2-TZVPD basis.

Bonds (Å) are listed after each position.
Cartesian coordinates (Å):
1 O 1.2350 -2.0939 1.6751  H9 0.965, H13 0.967
2 O -1.1554 -1.3693 -0.3414  C5 1.420, H15 0.966
3 O 1.9186 1.8835 -1.3080  C7 1.197
4 C -1.9705 0.6040 0.8866  C5 1.531, H11 1.088, H14 1.092, H16 1.097
5 C -0.8100 -0.0893 0.1672  O2 1.420, C4 1.531, C6 1.524, H10 1.090
6 C -0.1751 0.8460 -0.8542  C5 1.524, C7 1.534, H12 1.085, H17 1.074
7 C 1.3551 0.9485 -0.8165  O3 1.197, C6 1.534, H8 1.110
8 H 1.7814 0.0417 -0.3398  C7 1.110
9 H 0.3051 -2.3460 1.6124  O1 0.965
10 H -0.1277 -0.3615 0.9725  C5 1.090
11 H -2.8117 0.8708 0.2504  C4 1.088
12 H -0.5126 1.8675 -0.7123  C6 1.085
13 H 1.6268 -2.5439 0.9141  O1 0.967
14 H -1.6020 1.4265 1.5037  C4 1.092
15 H -1.9418 -1.3377 -0.9020  O2 0.966
16 H -2.3243 -0.1111 1.6401  C4 1.097
17 H -0.4665 0.5854 -1.8549  C6 1.074

Structure (SMILES)   C[C@@H](O)CC=O.O
Total charge   0
HOMO-LUMO gap   10.362 eV


--- C ---
Below is a 2-piece molecular cluster, C4H10O3 overall, with properties calculated with the ωB97M-V functional and the def2-TZVPD basis.

Bonds (Å) are listed after each position.
Cartesian coordinates (Å):
1 O 0.0335 -0.9465 -1.9829  C7 1.200
2 O -1.7300 -1.3512 -0.7072  C7 1.378, H11 0.979
3 O -1.4180 -1.8912 2.2110  H9 0.959, H17 0.963
4 C 1.1335 2.1157 -0.6081  C5 1.512, H8 1.100, H10 1.100, H15 1.068
5 C 1.1893 0.7334 0.0019  C4 1.512, C6 1.509, H12 1.088, H13 1.104
6 C -0.1269 0.0474 0.2745  C5 1.509, C7 1.502, H14 1.178, H16 1.083
7 C -0.5466 -0.6930 -0.9635  O1 1.200, O2 1.378, C6 1.502
8 H 2.1407 2.4237 -0.9252  C4 1.100
9 H -1.0770 -1.7817 1.3215  O3 0.959
10 H 0.5422 2.2390 -1.5273  C4 1.100
11 H -1.6637 -2.0519 -1.3878  O2 0.979
12 H 1.7838 0.1187 -0.6712  C5 1.088
13 H 1.8464 0.7912 0.8870  C5 1.104
14 H -0.0115 -0.6980 1.1794  C6 1.178
15 H 0.7706 2.8247 0.1040  C4 1.068
16 H -0.8393 0.7488 0.6911  C6 1.083
17 H -2.0270 -2.6293 2.1027  O3 0.963

Structure (SMILES)   CCCC(=O)O.O
Total charge   0
HOMO-LUMO gap   11.648 eV


--- D ---
Below is a 3-piece molecular cluster, C4H10O3 overall, with properties calculated with the ωB97M-V functional and the def2-TZVPD basis.

Bonds (Å) are listed after each position.
Cartesian coordinates (Å):
1 O 0.6584 -0.4568 0.4531  C6 1.408, H9 1.021
2 O -1.4128 -3.0453 -0.4251  H10 0.980, H17 0.880
3 O -2.3639 -0.5386 1.2950  H12 0.969, H15 0.944
4 C 0.5902 1.4720 -0.9087  C5 1.338, C6 1.502, H14 1.009
5 C -0.2414 2.1173 -0.0825  C4 1.338, H13 1.131, H16 1.068
6 C 1.4753 0.4813 -0.2071  O1 1.408, C4 1.502, C7 1.418
7 C 2.8656 0.2027 -0.1803  C6 1.418, H8 1.121, H11 1.068
8 H 3.1430 -0.8633 0.0286  C7 1.121
9 H -0.3553 -0.3358 0.4467  O1 1.021
10 H -1.2185 -2.9665 -1.3820  O2 0.980
11 H 3.6359 0.6934 -0.7331  C7 1.068
12 H -2.1529 -0.4169 2.2331  O3 0.969
13 H -0.4664 3.1921 -0.3512  C5 1.131
14 H 0.1398 1.5362 -1.8097  C4 1.009
15 H -3.0968 -0.1014 0.8908  O3 0.944
16 H -0.5976 1.8593 0.8908  C5 1.068
17 H -0.6025 -2.8296 -0.1585  O2 0.880

Structure (SMILES)   C=CC(=C)O.O.O
Total charge   0
HOMO-LUMO gap   8.954 eV


What is the stability order? It is C, A, B, D, from most stable to least stable.


--- A ---
Below is a 3-piece molecular cluster, C4H10O3 overall, with properties calculated with the ωB97M-V functional and the def2-TZVPD basis.

Bonds (Å) are listed after each position.
Cartesian coordinates (Å):
1 O 2.2383 0.2902 -2.3924  H8 0.963, H13 0.962
2 O 0.4629 -0.2778 0.6387  C5 1.395, H16 0.941
3 O -0.2003 -4.9263 2.7042  H10 0.951, H15 0.957
4 C -1.2025 2.0837 -1.3918  C7 1.322, H14 1.089, H17 1.081
5 C -0.3828 0.8314 0.6016  O2 1.395, C6 1.321, C7 1.468
6 C -1.1004 1.1020 1.6777  C5 1.321, H9 1.081, H11 1.074
7 C -0.2322 1.5547 -0.6664  C4 1.322, C5 1.468, H12 1.085
8 H 2.5670 0.6114 -3.2383  O1 0.963
9 H -1.6711 2.0183 1.7413  C6 1.081
10 H -0.6514 -5.2091 1.9164  O3 0.951
11 H -0.8444 0.6452 2.6154  C6 1.074
12 H 0.7915 1.6273 -1.0195  C7 1.085
13 H 2.0422 -0.6428 -2.5194  O1 0.962
14 H -2.2415 1.9434 -1.0988  C4 1.089
15 H 0.3287 -4.1384 2.5800  O3 0.957
16 H 1.2759 -0.0366 0.2299  O2 0.941
17 H -1.1799 2.5236 -2.3786  C4 1.081

Structure (SMILES)   C=CC(=C)O.O.O
Total charge   0
HOMO-LUMO gap   9.321 eV


--- B ---
Below is a 2-piece molecular cluster, C4H10O3 overall, with properties calculated with the ωB97M-V functional and the def2-TZVPD basis.

Bonds (Å) are listed after each position.
Cartesian coordinates (Å):
1 O -1.1097 -0.2578 3.2440  C7 1.208
2 O -3.3836 0.4350 -4.6602  H15 0.958, H17 0.957
3 O -0.0690 -0.7054 -0.6850  C5 1.416, H8 0.974
4 C 1.5640 -0.3118 1.2413  C5 1.566, C6 1.556, H10 1.105, H11 1.080
5 C 1.2404 -0.3389 -0.2910  O3 1.416, C4 1.566, H9 1.092, H12 1.103
6 C 0.6488 0.6758 2.0213  C4 1.556, C7 1.496, H14 1.123, H16 1.088
7 C -0.7435 0.1494 2.1669  O1 1.208, C6 1.496, H13 1.102
8 H 0.0471 -1.3570 -1.4001  O3 0.974
9 H 2.0891 -0.7681 -0.8274  C5 1.092
10 H 1.2045 -1.3286 1.4821  C4 1.105
11 H 2.6147 -0.2389 1.4806  C4 1.080
12 H 1.2611 0.7426 -0.5072  C5 1.103
13 H -1.3649 0.0073 1.2674  C7 1.102
14 H 0.6149 1.5772 1.3521  C6 1.123
15 H -3.2130 0.1238 -3.7707  O2 0.958
16 H 1.0993 1.1118 2.9110  C6 1.088
17 H -2.5002 0.4835 -5.0251  O2 0.957

Structure (SMILES)   O=CCCCO.O
Total charge   0
HOMO-LUMO gap   9.981 eV


What is the stability order? It is B, A, from most stable to least stable.


--- A ---
Below is a 3-piece molecular cluster, C4H10O3 overall, with properties calculated with the ωB97M-V functional and the def2-TZVPD basis.

Bonds (Å) are listed after each position.
Cartesian coordinates (Å):
1 O 2.0896 0.9027 1.6785  H9 0.993, H13 0.957
2 O 1.1360 -2.0412 1.5059  H11 0.969, H14 0.951
3 O 0.8736 0.1874 -0.6738  C6 1.357, H15 0.924
4 C -0.4525 -0.5900 -2.4536  C6 1.363, H12 1.096, H17 1.078
5 C -1.5043 1.2907 0.5907  C7 1.356, H8 1.101, H10 1.123
6 C -0.3517 -0.0773 -1.1944  O3 1.357, C4 1.363, C7 1.493
7 C -1.5476 0.4697 -0.4879  C5 1.356, C6 1.493, H16 1.131
8 H -2.4753 1.5144 1.0600  C5 1.101
9 H 2.0811 -0.0717 1.8693  O1 0.993
10 H -0.5537 1.6392 1.0769  C5 1.123
11 H 0.7183 -1.4436 0.8681  O2 0.969
12 H -1.3090 -0.5945 -3.1368  C4 1.096
13 H 1.6382 1.3203 2.4120  O1 0.957
14 H 0.8621 -2.9010 1.2071  O2 0.951
15 H 0.8347 1.0754 -0.4211  O3 0.924
16 H -2.5006 0.3539 -1.0864  C7 1.131
17 H 0.4609 -1.0345 -2.8145  C4 1.078

Structure (SMILES)   C=CC(=C)O.O.O
Total charge   0
HOMO-LUMO gap   9.352 eV


--- B ---
Below is a 3-piece molecular cluster, C4H10O3 overall, with properties calculated with the ωB97M-V functional and the def2-TZVPD basis.

Bonds (Å) are listed after each position.
Cartesian coordinates (Å):
1 O -0.9530 -1.4955 -2.8124  H9 0.982, H15 0.970
2 O 0.5953 -2.0784 -0.2307  H8 0.956, H17 0.955
3 O -0.2478 0.9212 -1.4503  C7 1.380, H16 0.949
4 C 0.2519 0.3282 2.8834  C5 1.326, H10 1.089, H13 1.090
5 C 0.4174 1.3746 2.0857  C4 1.326, C6 1.483, H12 1.086
6 C 0.6492 1.2505 0.6262  C5 1.483, C7 1.345, H14 1.082
7 C -0.4580 0.9795 -0.0875  O3 1.380, C6 1.345, H11 1.074
8 H 0.9016 -1.2002 -0.4498  O2 0.956
9 H -1.0588 -2.2075 -2.1444  O1 0.982
10 H 0.1976 0.2396 3.9676  C4 1.089
11 H -1.3871 0.5735 0.2671  C7 1.074
12 H 0.2782 2.3738 2.4869  C5 1.086
13 H 0.2997 -0.7077 2.5463  C4 1.090
14 H 1.5824 1.5789 0.1886  C6 1.082
15 H -0.1098 -1.7834 -3.1948  O1 0.970
16 H -0.8341 0.3488 -1.9292  O3 0.949
17 H -0.0549 -1.9813 0.4614  O2 0.955

Structure (SMILES)   C=C/C=C/O.O.O
Total charge   0
HOMO-LUMO gap   9.529 eV


What is the stability order? It is B, A, from most stable to least stable.


--- A ---
Below is a 2-piece molecular cluster, C4H8Cl4 overall, with properties calculated with the ωB97M-V functional and the def2-TZVPD basis.

Bonds (Å) are listed after each position.
Cartesian coordinates (Å):
1 Cl -10.2537 -25.2171 7.3157  C8 1.777
2 Cl -9.7441 -24.2648 1.6626  C5 1.774
3 Cl -7.4669 -22.9129 3.6835  C6 1.784
4 Cl -7.3790 -25.9176 8.7246  C7 1.781
5 C -9.9397 -24.0732 3.4156  Cl2 1.774, C6 1.519, H15 1.087, H16 1.089
6 C -8.6239 -24.1814 4.1662  Cl3 1.784, C5 1.519, H9 1.084, H14 1.089
7 C -8.2858 -24.4183 9.0442  Cl4 1.781, C8 1.528, H11 1.087, H12 1.089
8 C -9.7927 -24.6457 8.9341  Cl1 1.777, C7 1.528, H10 1.084, H13 1.092
9 H -8.7622 -24.0382 5.2314  C6 1.084
10 H -10.2129 -25.3185 9.6736  C8 1.084
11 H -8.0135 -24.0633 10.0346  C7 1.087
12 H -8.0413 -23.6277 8.3361  C7 1.089
13 H -10.2507 -23.6629 9.0596  C8 1.092
14 H -8.2112 -25.1642 3.9445  C6 1.089
15 H -10.6234 -24.8542 3.7388  C5 1.087
16 H -10.3924 -23.0996 3.5976  C5 1.089

Structure (SMILES)   ClCCCl.ClCCCl
Total charge   0
HOMO-LUMO gap   11.280 eV


--- B ---
Below is a 2-piece molecular cluster, C4H8Cl4 overall, with properties calculated with the ωB97M-V functional and the def2-TZVPD basis.

Bonds (Å) are listed after each position.
Cartesian coordinates (Å):
1 Cl 24.7670 -10.5306 -17.2708  C8 1.802
2 Cl 23.6792 -8.2389 -15.2593  C6 1.788
3 Cl 21.8002 -16.5708 -19.1838  C5 1.698
4 Cl 23.5921 -13.9578 -18.1858  C7 1.757
5 C 22.1826 -16.2468 -17.5616  Cl3 1.698, C7 1.483, H10 1.090, H16 1.090
6 C 22.6378 -9.5744 -15.8333  Cl2 1.788, C8 1.551, H11 1.090, H15 1.090
7 C 22.3465 -14.8009 -17.2780  Cl4 1.757, C5 1.483, H9 1.090, H13 1.090
8 C 23.4519 -10.8698 -16.0865  Cl1 1.802, C6 1.551, H12 1.090, H14 1.090
9 H 21.4061 -14.3514 -17.5971  C7 1.090
10 H 23.0553 -16.7647 -17.1637  C5 1.090
11 H 22.1625 -9.3706 -16.7928  C6 1.090
12 H 22.8780 -11.7760 -16.2799  C8 1.090
13 H 22.4441 -14.6459 -16.2035  C7 1.090
14 H 23.9612 -11.2026 -15.1821  C8 1.090
15 H 21.8149 -9.6738 -15.1255  C6 1.090
16 H 21.2382 -16.5568 -17.1144  C5 1.090

Structure (SMILES)   ClCCCl.ClCCCl
Total charge   0
HOMO-LUMO gap   11.205 eV


What is the stability order? It is A, B, from most stable to least stable.